No. 1
71
Properties=species:S:1:pos:R:3:forces:R:3 method="wB97M-V/def2-TZVPD" homo_lumo_gap_ev=5.43 e_homo_ev=-7.9 e_lumo_ha=-0.0908
C -1.534495 4.286742 2.844031 -0.0742 0.6642 0.1236
C -1.847381 4.516448 1.245888 0.6114 -0.3011 0.1121
C -1.939315 3.096290 0.386182 0.0944 0.7530 -0.1161
C -0.379608 2.711241 -0.009255 0.1335 0.9239 0.5669
C -0.118267 3.461327 -1.431068 -0.0162 1.2583 -0.5547
C -0.000816 1.127254 0.090177 -0.3764 -1.0739 1.0569
C -1.212942 0.188797 -0.477966 -0.6397 -0.6964 0.0550
C -1.904160 0.602891 -1.878885 -1.5041 -0.2565 -1.0907
C -2.844530 -0.689790 -2.369336 0.3797 0.9032 1.9958
Br -3.960303 -0.149985 -3.980369 1.1492 -0.5394 1.1934
C 0.172704 0.676558 1.696647 0.1335 1.9315 0.3198
F -0.881313 1.179807 2.588714 2.2718 -1.3297 -2.2229
N 0.212094 -0.837345 1.875269 3.5143 0.9598 -1.7609
C 0.366423 -1.245790 3.321763 0.8192 -0.8165 2.1601
C 1.765474 -0.694305 4.032564 -0.6214 -2.8606 6.3502
O 1.948113 -1.114980 5.314953 -0.7689 3.0058 -8.5608
C 1.369279 -1.287021 1.012491 0.0481 -1.7377 0.2968
N 1.683670 -2.651889 1.066808 -1.2097 2.8764 0.0472
N 2.744490 -3.177632 0.292996 0.7001 -0.7906 1.5421
N 2.165232 -0.454077 0.078112 -2.7880 -1.2371 2.7716
C 1.505211 0.747004 -0.520448 -0.7934 0.1975 -1.7067
Br 2.874866 2.217258 -0.116581 -0.8546 -0.7082 -0.2208
C 1.478448 0.456296 -2.157911 0.2636 -0.4391 -0.3941
C 2.928234 0.024379 -2.786301 -0.1967 -0.5377 -1.4283
C 3.220278 -1.610481 -2.762446 0.7747 -0.1194 -0.8580
C 4.777107 -1.774663 -2.236222 -0.8992 1.8648 0.2536
O 5.101367 -3.103240 -1.693773 3.2958 2.1262 2.2677
C 6.240389 -2.823381 -0.757495 0.7192 -3.6704 4.4178
O 6.545467 -3.568448 0.306837 -2.4867 4.5056 -7.1694
H -1.706908 5.324037 3.404071 0.2775 -2.3196 -1.1395
H -2.223968 3.460384 3.314661 1.3415 1.7057 -0.9553
H -0.406338 4.006748 3.048001 -2.2710 0.3983 -0.5659
H -0.921054 5.134876 0.819233 -2.1109 -1.2100 0.7348
H -2.813304 5.162870 1.085419 1.8422 -1.3859 0.4301
H -2.520700 2.246974 0.940389 1.1900 1.7800 -0.8351
H -2.525419 3.342034 -0.605032 1.1847 -0.6625 1.9741
H 0.292323 3.271856 0.803078 -1.3303 -1.2973 -1.7486
H -0.811528 4.434945 -1.423797 1.5629 -2.1684 0.0088
H 0.972418 3.872958 -1.599117 -2.0613 -1.0489 0.5244
H -0.413832 2.877199 -2.395658 0.3880 0.8674 2.0097
H -0.903038 -0.961112 -0.564387 -0.4414 2.4524 0.2186
H -2.065416 0.198155 0.357902 1.8823 -0.0534 -1.8337
H -1.199277 0.878645 -2.766521 -1.0251 -0.5781 1.8405
H -2.678868 1.506060 -1.781921 1.9012 -1.9822 0.0280
H -2.186033 -1.638878 -2.559549 -1.5010 1.8344 0.0579
H -3.612956 -0.856630 -1.490045 1.4578 -0.1565 -1.9984
H 1.191975 1.184142 2.054569 -2.2652 -1.0121 -0.4030
H 0.403485 -2.430150 3.468999 -0.1598 2.6675 -0.5518
H -0.525351 -0.894562 4.026836 1.8293 -0.5187 -2.0229
H 2.509136 0.000135 3.452890 -1.1362 -1.2304 1.1757
H 1.177981 -3.348109 1.655752 0.1560 1.4443 -0.4202
H 2.431888 -4.121611 -0.049055 0.5358 1.2329 0.3870
H 3.505785 -3.323929 1.022779 -0.7765 -0.1489 -1.6527
H 3.164189 -0.311720 0.343858 -1.1500 -0.5434 -0.3890
H 0.742296 -0.460611 -2.358888 1.4831 2.0199 0.6766
H 1.082866 1.352461 -2.792943 0.6952 -1.5141 1.6621
H 3.853076 0.600984 -2.361559 -1.9311 -0.9602 -0.5685
H 2.880275 0.304397 -3.946224 0.0742 -0.4227 2.6235
H 3.160777 -2.041021 -3.874864 0.1300 0.9998 2.4621
H 2.433422 -2.217785 -2.145317 1.8018 1.3190 -0.8734
H 5.554438 -1.420331 -3.069208 -1.7314 -0.9612 1.6781
H 4.887650 -1.012260 -1.324318 -0.3082 -1.3915 -2.0175
H 6.876723 -1.832501 -0.951997 -1.5588 -2.1534 0.0437
C -6.719634 -3.546323 0.749397 -1.0544 -1.5004 0.1372
F -7.979142 -3.342945 1.253371 1.3474 0.1594 -0.4827
F -6.121607 -4.446563 1.594403 -0.2422 1.0027 -0.6910
F -6.896517 -4.210949 -0.437657 0.3700 0.8622 0.9486
S -5.745092 -1.962873 0.561375 0.5538 2.5920 -0.0090
O -5.655407 -1.393545 1.913054 -0.2857 -1.1631 -0.9879
O -6.524082 -1.129408 -0.364769 0.4303 -1.3969 0.7820
O -4.440945 -2.365314 0.017412 -0.7738 -0.4141 0.2950

=====

No. 2
72
Properties=species:S:1:pos:R:3:forces:R:3 method="wB97M-V/def2-TZVPD" total_charge=+2 spin_multiplicity=2 homo_lumo_gap_ev="7.79 / 4.35" e_homo_ev="-14.3 / -14.3" s_squared=0.757 e_lumo_ha="-0.2399 / -0.3663"
Mg 1.973651 0.944653 2.479506 0.5932 2.9116 -1.1930
Cu 1.228201 4.059483 1.795906 0.4553 -1.8091 0.4645
C -0.053829 1.277123 0.365366 -0.0498 1.2130 0.2036
O 1.118861 1.881613 0.854086 0.8073 -0.2786 1.4733
H -0.332339 0.396673 0.944456 -0.2938 -0.3610 -0.0841
H -0.847769 2.017343 0.464446 -0.5891 -0.3319 -0.1375
H 0.018701 1.021763 -0.691814 0.0823 -0.2410 -0.1704
C 2.679201 2.590333 4.826986 -0.5240 1.1694 0.3124
O 2.098161 2.613693 3.520046 -0.3694 -1.5291 -0.2810
H 3.333001 1.754993 5.077716 0.5338 -0.0899 -0.6844
H 3.164881 3.551213 4.997056 0.5391 -0.2151 -0.0189
H 1.970481 2.541573 5.653686 -0.7534 0.0072 -0.2191
C -4.261209 4.242873 -0.713334 0.4094 -0.2582 1.0063
C -4.530089 3.218143 -1.802704 1.1732 3.2847 -0.2543
C -3.339349 2.443833 -2.376234 -0.6447 1.6660 -0.7363
O -3.760009 1.141903 -2.140454 4.0334 -1.7515 -2.0051
C -4.879239 1.041363 -1.536154 -1.5082 -0.1419 1.4943
O -5.331669 0.015763 -1.149294 -0.7499 -0.7392 -0.0402
O -5.373499 2.248903 -1.333134 -2.2587 -0.3519 0.9168
H -5.177119 4.770343 -0.446894 -0.0006 -0.0722 -0.0822
H -3.498509 4.992083 -0.925594 -0.0725 -0.0450 -0.6017
H -3.900089 3.747993 0.188216 -0.0735 -0.1945 0.1947
H -5.003899 3.843703 -2.559194 -0.3099 -0.6328 -0.5259
H -2.360909 2.692833 -1.965444 -0.0831 -0.3614 0.4797
H -3.287069 2.665623 -3.442154 0.1563 -0.4380 -0.1012
C -2.217789 -3.146617 4.574306 -0.1419 -0.5745 0.1061
C -2.907279 -2.001437 3.874246 0.6532 -0.5121 1.3313
C -1.973259 -0.963467 3.175196 -0.5731 -0.6724 1.8966
O -2.680399 -0.647037 2.042806 -2.1601 0.0152 -2.2065
C -3.649049 -1.568237 1.844616 -1.7851 -1.0280 -4.0498
O -4.344419 -1.689667 0.796076 2.0484 0.6337 2.8001
O -3.757309 -2.468957 2.798226 0.8297 0.9983 0.3980
H -1.454039 -3.599017 3.941756 0.0939 -0.0656 0.2096
H -2.921089 -3.914777 4.895876 -0.3090 -0.0988 -0.6098
H -1.846209 -2.879877 5.563686 0.5446 0.5842 -0.2865
H -3.556309 -1.564757 4.633306 -0.1053 0.5461 -0.3411
H -1.019139 -1.359487 2.827446 0.2864 -0.1411 0.6008
H -1.932909 -0.067997 3.795366 0.6176 -0.0846 0.0061
C 0.155921 -2.133277 -2.211774 1.7007 0.2460 0.9433
C -1.126009 -2.153897 -2.928054 0.3462 0.0566 -1.8437
C -1.542239 -3.460147 -3.519834 1.0419 -1.6993 -1.0070
O -2.886669 -3.679737 -3.115334 -2.1437 1.2571 1.5165
C -3.183699 -2.742547 -2.188854 1.0084 -1.1331 -1.2763
O -4.264449 -2.775227 -1.516714 1.5725 0.4988 -0.6984
O -2.195519 -1.893127 -2.081644 -3.0495 1.0793 3.0164
H 0.407721 -3.016257 -1.624384 -0.4079 -0.2773 -0.1122
H 0.219631 -1.300547 -1.511354 -0.2679 0.1950 -0.0721
H 0.988851 -1.982437 -2.898484 -0.0924 -0.0885 -0.2499
H -1.147939 -1.385457 -3.700804 0.0539 0.2370 0.0860
H -1.004739 -4.318317 -3.116414 0.3062 0.0987 -0.0964
H -1.472889 -3.472237 -4.607554 -0.2346 -0.0943 0.1032
C 7.789711 -1.104697 0.231856 -1.5761 0.7205 -0.7069
C 6.250501 -1.119087 0.024586 0.6290 -1.9829 1.1746
C 5.485141 -2.141467 0.906666 1.0881 -0.4544 -0.0112
O 4.592131 -1.340317 1.648356 -1.7000 0.6703 1.0897
C 4.650851 -0.077597 1.282686 -0.1086 0.5893 -0.4945
O 3.809091 0.794163 1.603916 1.6475 -2.0199 -0.1936
O 5.704041 0.107683 0.491056 -1.4266 1.7858 0.0341
H 8.094731 -0.884567 1.254896 -0.3126 -0.3689 0.1204
H 8.074751 -0.224097 -0.343814 0.6831 -0.3490 -0.2803
H 8.197331 -2.044937 -0.139494 0.2452 0.2808 -0.0248
H 5.931511 -1.366337 -0.987944 0.3987 0.8923 -0.3052
H 6.172841 -2.628947 1.597706 -0.2323 -0.1660 0.0288
H 4.869421 -2.867607 0.375906 0.3328 0.0014 -0.1182
Cl -0.415959 1.570423 -4.799724 0.6994 0.7049 1.1493
C 0.750091 2.275423 -3.535534 0.1812 -0.7461 -0.6048
C 1.767351 1.229333 -3.135724 -0.2797 -0.4646 -0.2202
Cl 2.677321 0.631113 -4.548624 0.1758 0.0452 0.1415
H 0.193371 2.567493 -2.645114 -0.1840 0.1414 -0.2840
H 1.315161 3.099713 -3.970674 -0.5920 0.1443 -0.1835
H 1.276151 0.350253 -2.718544 0.0615 0.1713 0.1365
H 2.477151 1.642793 -2.419244 -0.0660 0.0187 -0.0221

=====

No. 3
61
Properties=species:S:1:pos:R:3:forces:R:3 method="wB97M-V/def2-TZVPD" total_charge=+1 homo_lumo_gap_ev=5.98 e_above_lowest_kj_mol=57.3 e_homo_ev=-10.4 e_lumo_ha=-0.1619
C -2.374291 -2.795729 -1.273804 0.2150 -0.4494 0.3376
N -2.398545 -1.356266 -1.521465 -0.0443 0.9452 0.8040
C -2.811271 -0.984022 -2.878324 -0.1353 -0.0511 -0.5056
C -2.131777 -0.492737 -0.536497 -1.1339 -1.8535 -0.0415
C -2.714680 0.842970 -0.509901 -0.1889 1.4724 -0.0128
C -3.888069 1.186456 -1.229693 0.2700 -0.3550 -0.4096
C -4.316848 2.500684 -1.348367 0.2110 -0.4823 0.6119
C -3.636730 3.481937 -0.635013 0.1322 -0.0677 0.0240
C -4.097974 4.894240 -0.786507 -0.5961 1.6397 -0.0422
F -3.716398 5.689098 0.253583 -0.1951 -0.7115 -0.8294
F -3.589744 5.446499 -1.926273 -0.3669 -0.3830 0.8019
F -5.462825 4.991040 -0.870512 1.2657 -0.2276 0.0203
C -2.559052 3.176158 0.195431 -0.4477 -0.3810 -0.0436
C -2.143337 1.853484 0.290865 0.3657 -0.4694 -0.1590
H -2.701576 -3.322299 -2.179626 0.0357 0.2023 0.4209
H -1.359588 -3.131579 -1.029718 -0.2916 0.1758 -0.1375
H -3.032336 -3.045413 -0.425425 0.1987 0.0576 -0.4200
H -2.393633 -1.721888 -3.579487 0.0280 0.3245 0.3000
H -3.908334 -1.035579 -2.985588 0.4688 0.0100 0.0464
H -2.459219 0.015576 -3.154999 -0.1083 -0.2625 0.2074
H -1.829653 -0.939919 0.432638 -0.1940 0.2616 -0.8754
H -4.494374 0.416677 -1.705928 0.3348 0.2360 0.0736
H -5.193192 2.740828 -1.942782 0.1344 -0.0091 0.1649
H -2.078941 3.958746 0.770297 -0.0535 -0.1061 -0.0048
H -1.330041 1.574462 0.966611 -0.2490 0.1736 -0.3431
C 3.014487 2.794664 1.140493 0.1409 0.3561 0.0259
C 2.333199 1.871484 0.142985 -0.0793 0.0593 -0.4913
C 0.999697 2.482036 -0.262941 -0.2003 0.5393 0.0891
C 3.176954 1.733391 -1.122724 0.3957 0.2704 -0.1423
N 2.135686 0.547442 0.732056 -0.4213 -0.2582 0.3591
C 2.326271 0.316947 2.155102 0.0591 0.5615 0.6380
C 2.213786 -1.182815 2.393645 -0.0507 -0.2960 0.8698
N 1.979136 -1.814610 1.106720 -0.5092 0.4492 0.2424
C 1.982748 -3.274662 0.988902 -0.1331 -0.1903 -0.4783
C 2.574014 -3.911415 2.237456 0.0938 -0.3499 0.2193
C 2.794620 -3.679331 -0.240305 0.2990 -0.3251 -0.0538
C 0.564117 -3.794945 0.803019 -0.2532 -0.3447 0.2691
P 1.569195 -0.762815 -0.116812 0.8141 -0.3025 -1.7877
H -0.034129 -0.585279 -0.511389 0.3878 0.1986 1.2653
H 3.996663 2.421371 1.438916 -0.0816 0.0524 -0.0209
H 3.165243 3.766123 0.658098 -0.0163 -0.1339 0.1057
H 2.400618 2.960564 2.036172 0.1783 -0.0602 -0.2149
H 0.472462 1.859717 -0.988529 0.0160 -0.0377 -0.0308
H 0.347809 2.623814 0.603522 0.2026 0.0279 -0.0554
H 1.171691 3.468961 -0.716634 -0.1233 -0.2530 0.0690
H 2.689739 1.116719 -1.888029 0.0735 0.0779 0.2247
H 3.327453 2.731275 -1.545265 0.0374 -0.1212 -0.0590
H 4.163031 1.310376 -0.901400 -0.1793 -0.0104 -0.0178
H 3.318691 0.677274 2.476778 -0.4133 -0.1624 -0.2173
H 1.586415 0.867706 2.765418 0.1572 -0.1934 -0.1861
H 3.144597 -1.564418 2.845208 -0.3681 0.1511 -0.2644
H 1.407724 -1.410729 3.115205 0.1766 0.1256 -0.2196
H 1.974257 -3.708638 3.136236 0.1880 -0.0233 -0.2561
H 2.588342 -4.997901 2.092686 -0.0010 0.2049 0.0385
H 3.604727 -3.594734 2.411163 -0.0895 -0.0297 -0.0053
H 2.380131 -3.277370 -1.173041 0.0656 0.0020 0.2480
H 3.837967 -3.357628 -0.150828 -0.1793 0.0124 -0.0232
H 2.783209 -4.771214 -0.313434 0.0582 0.0925 -0.0887
H 0.160719 -3.487870 -0.161731 0.1838 0.0250 0.0211
H 0.570491 -4.894152 0.832014 -0.1374 0.2874 -0.0239
H -0.099330 -3.422766 1.591751 0.0532 -0.0913 -0.0369

=====

What are the max |F| values for these records? In order: 9.11, 4.83, 2.17 eV Å⁻¹.
What are the molecular weight values for these records? In order: 694.381, 657.235, 404.481 g/mol.
What are the energy values for these records? In order: -201313.572, -125067.654, -43196.174 eV.